# 1
A cluster of 2 separate species, C7H9NOS in total at a distorted geometry, computed with ωB97M-V/def2-TZVPD.

E_LUMO (alpha / beta) = -1.1268 / -4.0077 eV
frontier orbital gap (alpha / beta) = 3.555 / 3.645 eV
total charge = 0
spin multiplicity = 3
⟨S²⟩ = 2.018
energy relative to the best compared isomer or geometry (same formula, charge and spin) = 215.5 kJ/mol

The geometry in XYZ format:
```
19
C7H9NOS ωB97M-V/def2-TZVPD
C 2.63797 1.19037 -0.14873
C 2.62021 0.08607 0.85226
C 1.44113 1.48821 -0.66376
C 1.64746 -0.79387 1.09042
C 0.23504 0.71771 -0.44302
C 0.45504 -0.59820 0.27364
C -3.71825 -1.05341 -0.20595
N -0.55009 -1.37950 0.17162
O -3.01563 1.29930 -1.02528
S -3.18821 -0.13379 -1.39852
H 3.51777 1.65757 -0.13288
H 3.62206 0.02206 1.44609
H 1.38425 2.50199 -1.22159
H 1.87436 -1.65810 1.76365
H -0.48344 0.58536 -1.36691
H -4.12269 -0.78710 0.75201
H -3.55478 -2.13799 -0.50883
H -0.43236 -2.38532 0.47529
H -0.36986 1.37864 0.29049
```


# 2
The molecule C6H9N at a distorted geometry, computed with ωB97M-V/def2-TZVPD.

E_LUMO = 1.0729 eV
frontier orbital gap = 9.756 eV
total charge = 0
SMILES = CC1=CC[C@H]2N[C@@H]12
energy relative to the best compared isomer or geometry (same formula, charge and spin) = 195.2 kJ/mol

The geometry in XYZ format:
```
16
C6H9N ωB97M-V/def2-TZVPD
C -0.58245 1.37475 1.59787
C -0.23910 0.42165 0.53594
C -0.72845 -0.80578 0.44765
C 0.06657 -1.61465 -0.51016
C 1.04890 -0.64138 -1.15900
N 0.43103 0.42430 -1.91919
C 0.79139 0.68409 -0.51979
H 0.32888 1.69297 2.11350
H -1.24744 0.88771 2.31384
H -1.06114 2.24191 1.15573
H -1.55828 -1.26344 0.98903
H -0.75243 -1.89096 -1.20095
H 0.62578 -2.34857 0.10605
H 2.03865 -0.95242 -1.49805
H -0.56785 0.24613 -2.01023
H 1.52211 1.48132 -0.40553
```


# 3
The molecule C5H8N2O at a distorted geometry, computed with ωB97M-V/def2-TZVPD.

E_LUMO = 0.3711 eV
frontier orbital gap = 7.678 eV
total charge = 0
SMILES = C=C(C=O)C=C(N)N
energy relative to the best compared isomer or geometry (same formula, charge and spin) = 178.3 kJ/mol

The geometry in XYZ format:
```
16
C5H8N2O ωB97M-V/def2-TZVPD
C -1.13744 0.53967 -0.24554
C 0.92990 -0.85834 0.19186
N -1.20949 1.10913 0.98248
N -2.16314 0.82305 -1.12378
C 1.73873 0.20284 0.78271
C -0.10898 -0.28582 -0.64237
C 1.43779 -2.09595 0.05427
O 1.36532 1.15853 1.47183
H -0.23389 1.21110 1.45048
H -1.84707 1.88732 1.07548
H -2.01743 0.58607 -2.09263
H -2.70524 1.65628 -0.96090
H 2.82166 -0.00852 0.73835
H -0.19184 -0.72240 -1.62778
H 2.39132 -2.36443 0.48253
H 0.92980 -2.83854 -0.53698
```